121
Properties=species:S:1:pos:R:3:forces:R:3 method="wB97M-V/def2-TZVPD" homo_ev=-9.4 mol_weight_g_mol=817.86 e_tot_ev=-81974.11276
C -4.696451 0.958014 1.278823 -0.43 -0.19 -2.49
O -4.949359 -0.204043 0.926599 -0.20 0.78 -0.22
N -4.550019 1.272984 2.562823 0.09 -0.64 1.67
N -4.554599 2.000653 0.390728 0.10 -1.21 0.58
H -3.774568 1.886164 2.752221 0.00 0.24 0.46
H -4.597978 0.379384 3.053306 0.46 0.63 0.54
H -4.732985 1.780603 -0.576170 0.14 0.27 -0.49
H -4.428765 2.936016 0.721256 -0.15 0.18 0.00
C 1.107928 -3.526338 -4.852720 1.40 0.99 1.85
O 0.228420 -4.374279 -4.820315 -0.66 0.63 0.01
N 1.140360 -2.340180 -4.095148 0.94 -2.12 -2.61
N 2.274028 -3.804136 -5.492985 1.08 -0.41 -1.20
H 1.943967 -1.786331 -3.911262 0.76 0.37 -0.30
H 0.403768 -2.150863 -3.523078 -2.43 0.39 1.65
H 3.048825 -3.188243 -5.733953 -0.82 0.16 0.50
H 2.279055 -4.660202 -6.034019 -0.23 0.21 0.24
C -2.374582 4.115104 -1.685532 0.41 -1.74 -1.10
O -1.558254 4.577212 -0.910733 0.98 1.42 1.78
N -3.660521 4.525484 -1.656492 1.33 -0.63 0.49
N -1.937271 3.176222 -2.572205 -1.67 -1.76 -0.98
H -4.329769 4.175286 -2.264045 -1.27 -0.61 -1.27
H -3.717671 5.425585 -1.284185 -0.66 1.38 0.58
H -2.613565 2.476672 -3.006350 0.85 1.59 0.81
H -1.068006 2.707224 -2.323741 -0.15 0.48 -0.11
C -4.517330 0.225255 -2.754818 0.31 -1.85 0.91
O -4.450152 1.407271 -2.416901 -0.28 0.44 0.02
N -3.798799 -0.269554 -3.810947 -0.04 -0.61 -0.36
N -5.204750 -0.753193 -2.048711 0.10 2.03 -0.72
H -2.867408 0.108427 -4.005603 -0.66 -0.08 0.07
H -3.971859 -1.269253 -3.977365 0.49 0.65 0.07
H -5.046706 -1.731368 -2.238902 -0.01 -0.15 -0.09
H -5.743781 -0.442231 -1.252992 0.19 -0.20 -0.01
C 3.120140 -2.742332 0.133509 0.33 0.29 2.23
O 2.207291 -1.944158 -0.120732 0.12 -0.50 -0.21
N 3.750222 -3.453421 -0.846537 0.53 -0.05 1.62
N 3.545648 -2.922453 1.462332 1.76 -1.22 -2.29
H 4.411561 -4.189947 -0.695376 0.00 0.01 0.49
H 3.450596 -3.359519 -1.764476 -0.75 0.46 -1.58
H 4.497689 -3.284160 1.671927 -1.24 0.40 -0.60
H 3.052574 -2.616602 2.281233 -0.72 0.71 0.22
C 1.762794 2.753022 -0.981405 -1.16 1.59 -0.61
O 2.397963 1.781809 -1.295591 1.72 -1.48 -0.13
N 0.551400 2.701542 -0.419169 -0.90 -1.80 1.20
N 2.169583 4.033326 -1.274575 0.79 -0.11 -0.25
H -0.051484 3.496159 -0.340921 -0.23 0.42 -0.07
H 0.181410 1.769709 -0.141381 0.50 0.98 -0.54
H 1.456765 4.733698 -1.260797 -0.11 0.41 -0.14
H 2.871762 4.084012 -2.006251 -0.27 0.15 0.35
C -3.171346 -3.654527 -3.223555 -0.58 0.22 -0.61
O -4.285183 -3.137781 -3.144912 -0.23 -0.02 0.76
N -2.390035 -4.023728 -2.178883 -0.35 -0.32 0.64
N -2.656069 -3.880224 -4.456126 0.07 0.80 -1.00
H -2.858236 -4.291311 -1.306443 0.35 0.47 -0.42
H -1.527661 -4.488042 -2.414880 -0.05 -0.16 0.19
H -2.946030 -3.214440 -5.178680 -0.22 -0.61 0.53
H -1.677247 -4.040887 -4.505524 1.10 -0.47 -0.19
C 1.335791 -1.018286 3.494211 1.07 -0.97 1.02
O 2.236398 -1.877214 3.753972 -2.33 1.63 -0.03
N 0.381947 -0.564650 4.448143 1.20 -0.88 -1.38
N 1.261674 -0.473394 2.254474 -0.42 0.23 -0.04
H -0.112674 0.278224 4.203978 -0.04 0.39 0.11
H 0.492683 -0.806706 5.424586 0.25 0.02 -0.43
H 1.679268 -0.954094 1.465134 0.37 -0.21 0.16
H 0.561742 0.188514 1.953321 -0.27 -0.05 0.53
C 7.407076 0.253807 3.816625 0.13 -1.43 1.05
C 6.375227 -0.751069 4.343433 1.08 -0.12 0.11
C 5.049737 -0.160306 4.219058 -1.87 0.33 -0.71
O 5.003631 1.037685 4.929808 -0.33 0.57 0.67
C 3.702337 1.612294 4.965038 1.16 -0.14 0.48
N 6.365191 -1.990539 3.521809 -1.30 0.67 0.95
H 8.414227 -0.157954 3.917053 0.01 -0.11 -0.66
H 7.410939 1.065414 4.498117 -0.17 1.08 0.46
H 7.113754 0.580526 2.839998 0.25 0.10 -0.70
H 6.495255 -0.848840 5.456016 0.44 -0.56 -0.77
H 4.282154 -0.809919 4.598845 -0.43 -0.72 0.38
H 4.779330 -0.056130 3.155471 0.14 0.43 -0.07
H 2.956743 1.096821 5.584085 0.27 -0.34 -0.17
H 3.403790 1.700896 3.954891 -0.98 0.11 -1.16
H 3.849160 2.596650 5.363947 -0.08 0.58 0.28
H 5.614093 -2.594574 3.892023 0.55 0.27 -0.25
H 7.218918 -2.457689 3.681955 1.10 -0.80 0.09
C -0.769245 -0.813073 -1.084803 0.78 0.38 3.04
C -1.924362 0.120811 -0.725744 0.25 -1.56 0.06
O -1.668410 0.615244 0.580933 0.10 1.09 0.51
O 0.429743 -0.038508 -1.161518 0.38 -0.75 -0.26
H -0.932692 -1.365042 -1.975099 -0.47 -0.58 -0.92
H -0.694262 -1.527652 -0.180008 -0.09 0.73 -1.49
H -2.785107 -0.571317 -0.696579 -0.21 0.69 -0.19
H -2.056474 0.970660 -1.380488 -0.16 -0.16 -0.48
H -2.239655 1.397469 0.721022 0.07 -0.37 -0.38
H 1.239396 -0.598414 -0.999865 -1.02 0.47 -0.11
C -0.325789 3.082348 2.898095 1.40 0.07 -1.80
C -1.403170 4.101091 2.710654 -1.37 0.10 0.92
O -2.425442 3.575314 1.847130 0.36 -0.13 0.01
O -0.907579 1.838456 3.187706 -0.35 -0.99 0.70
H 0.399326 3.396057 3.690712 -0.68 -0.50 -0.52
H 0.226474 2.944664 1.914607 -0.21 0.52 1.19
H -1.060870 5.113574 2.436451 -0.07 -0.51 -0.11
H -1.993575 4.145362 3.623257 0.51 0.49 0.61
H -2.318772 4.009635 1.012458 0.11 0.38 -1.33
H -1.442694 1.518049 2.434656 0.54 0.38 0.46
C -3.632196 -2.787060 2.064589 -1.78 -0.02 0.35
C -2.500738 -1.812344 2.273139 0.13 -1.41 -0.49
O -2.482045 -1.456113 3.645178 0.53 0.29 -0.20
O -3.870151 -3.141838 0.632827 0.32 0.58 1.79
H -4.523977 -2.300536 2.632645 0.95 -0.78 -1.56
H -3.472564 -3.715198 2.640273 0.13 0.12 -0.72
H -2.696259 -1.006031 1.614177 -0.11 1.08 -0.27
H -1.555832 -2.261161 1.929309 0.02 0.01 0.33
H -1.563574 -1.197079 3.838666 -0.36 -0.16 0.22
H -4.224433 -2.375880 0.144597 0.10 -0.06 0.70
C 2.013905 1.523676 -4.393357 -1.56 0.24 0.21
C 0.603620 1.107355 -4.878036 -0.12 -1.35 1.01
O -0.423982 0.929764 -3.848266 0.28 1.04 -0.54
O 2.547512 0.459996 -3.641234 0.41 0.36 0.66
H 1.918321 2.418358 -3.726013 0.08 -0.45 -0.69
H 2.639489 1.778032 -5.264732 -0.15 -0.13 0.22
H 0.636784 0.084828 -5.280668 0.60 0.44 -0.60
H 0.206742 1.792475 -5.597711 -0.28 0.45 -0.40
H -0.030943 0.547525 -3.060751 0.63 -0.20 0.48
H 2.639722 0.864000 -2.743516 0.10 -0.67 -0.23